No. 1
C59H72NSi | ωB97M-V/def2-TZVPD

Output
Net charge   -1

Element x y z (Å)
C (4.146, -4.044, 1.615)
N (4.633, -3.242, 0.488)
C (3.560, -2.911, -0.457)
C (2.149, -2.663, 0.237)
C (1.129, -1.794, -0.625)
C (0.495, -0.601, 0.216)
C (-0.906, -0.229, -0.467)
C (-2.139, -0.161, 0.522)
C (-2.178, -1.296, 1.622)
C (-2.277, -2.767, 1.061)
Si (-1.751, -4.104, 2.332)
C (-2.744, -4.052, 3.961)
C (0.100, -3.842, 2.792)
C (-1.836, -5.792, 1.430)
C (-2.693, -5.860, 0.231)
C (-2.757, -7.117, -0.517)
C (-1.958, -8.235, -0.034)
C (-1.131, -8.184, 1.174)
C (-1.061, -6.924, 1.935)
H (5.020, -4.624, 2.038)
H (3.781, -3.354, 2.445)
H (3.351, -4.811, 1.353)
H (3.448, -3.759, -1.218)
H (3.876, -1.981, -1.023)
H (1.671, -3.669, 0.375)
H (2.317, -2.109, 1.198)
H (0.343, -2.453, -1.101)
H (1.716, -1.372, -1.496)
H (1.195, 0.276, 0.076)
H (0.452, -0.785, 1.316)
H (-0.786, 0.816, -0.889)
H (-1.074, -0.882, -1.368)
H (-2.220, 0.869, 0.955)
H (-3.064, -0.307, -0.117)
H (-3.113, -1.117, 2.237)
H (-1.330, -1.242, 2.361)
H (-1.609, -2.916, 0.165)
H (-3.339, -2.968, 0.756)
H (-2.401, -4.896, 4.633)
H (-2.487, -3.112, 4.533)
H (-3.852, -4.157, 3.835)
H (0.707, -4.542, 2.152)
H (0.392, -2.800, 2.510)
H (0.313, -4.065, 3.870)
H (-3.275, -4.980, -0.128)
H (-3.387, -7.141, -1.431)
H (-1.981, -9.191, -0.619)
H (-0.523, -9.045, 1.528)
H (-0.446, -6.811, 2.858)
C (1.645, 2.551, -2.307)
C (0.512, 3.040, -2.945)
C (0.375, 4.403, -3.178)
C (1.378, 5.279, -2.780)
C (2.514, 4.791, -2.144)
C (2.645, 3.428, -1.903)
H (1.747, 1.488, -2.123)
H (-0.267, 2.355, -3.261)
H (-0.513, 4.783, -3.670)
H (1.274, 6.342, -2.966)
H (3.297, 5.474, -1.834)
H (3.529, 3.048, -1.402)
C (-7.217, 1.567, 0.338)
C (-6.705, 0.287, 0.163)
C (-6.315, -0.462, 1.266)
C (-6.447, 0.065, 2.545)
C (-6.963, 1.343, 2.720)
C (-7.344, 2.096, 1.616)
H (-7.518, 2.152, -0.524)
H (-6.608, -0.126, -0.834)
H (-5.909, -1.457, 1.129)
H (-6.147, -0.521, 3.406)
H (-7.068, 1.754, 3.718)
H (-7.742, 3.096, 1.752)
C (-0.388, -4.937, 7.156)
C (-0.799, -3.652, 7.495)
C (-0.818, -3.259, 8.828)
C (-0.418, -4.145, 9.820)
C (-0.003, -5.427, 9.481)
C (0.008, -5.824, 8.150)
H (-0.377, -5.245, 6.117)
H (-1.105, -2.959, 6.720)
H (-1.145, -2.260, 9.093)
H (-0.428, -3.836, 10.859)
H (0.311, -6.117, 10.255)
H (0.326, -6.826, 7.886)
C (4.603, -0.888, -4.242)
C (4.948, -0.959, -5.587)
C (4.926, 0.190, -6.372)
C (4.569, 1.410, -5.808)
C (4.231, 1.476, -4.462)
C (4.244, 0.329, -3.682)
H (4.616, -1.783, -3.629)
H (5.232, -1.909, -6.024)
H (5.187, 0.134, -7.423)
H (4.554, 2.307, -6.418)
H (3.955, 2.425, -4.018)
H (3.974, 0.382, -2.633)
C (-6.904, 6.728, -3.534)
C (-5.723, 6.142, -3.974)
C (-5.277, 4.959, -3.398)
C (-6.017, 4.356, -2.388)
C (-7.200, 4.940, -1.950)
C (-7.641, 6.128, -2.520)
H (-7.250, 7.653, -3.981)
H (-5.149, 6.609, -4.766)
H (-4.353, 4.506, -3.736)
H (-5.671, 3.430, -1.941)
H (-7.778, 4.469, -1.163)
H (-8.561, 6.587, -2.175)
C (0.039, 8.142, -0.814)
C (-1.095, 8.628, -1.454)
C (-1.232, 9.991, -1.686)
C (-0.230, 10.868, -1.287)
C (0.906, 10.381, -0.651)
C (1.038, 9.019, -0.411)
H (0.143, 7.079, -0.630)
H (-1.874, 7.943, -1.770)
H (-2.120, 10.371, -2.179)
H (-0.334, 11.931, -1.473)
H (1.689, 11.064, -0.342)
H (1.922, 8.640, 0.090)
C (10.190, -1.471, -2.558)
C (9.586, -0.492, -3.339)
C (8.216, -0.277, -3.246)
C (7.453, -1.033, -2.364)
C (8.055, -2.006, -1.581)
C (9.423, -2.230, -1.680)
H (11.259, -1.642, -2.632)
H (10.184, 0.102, -4.022)
H (7.742, 0.481, -3.861)
H (6.387, -0.864, -2.287)
H (7.453, -2.594, -0.893)
H (9.893, -2.995, -1.072)

Forces on the atoms, in the same order (eV/Å):
0.97 0.54 -0.48
-0.80 -0.03 -0.18
0.52 -0.32 1.15
-0.24 0.37 -1.28
0.84 -0.27 0.42
-0.04 0.06 -1.86
0.53 1.13 0.55
-0.14 -0.92 -0.70
-0.62 0.12 0.32
-0.08 0.30 0.05
0.90 0.09 -0.04
0.03 -0.19 0.67
-0.24 -0.34 -0.37
-0.68 -0.63 -0.56
1.43 -2.53 0.61
1.37 0.94 2.15
0.04 0.59 0.58
-0.91 2.36 -0.26
-1.71 -0.60 -2.60
-0.79 0.47 -0.20
-0.17 -1.00 -0.29
0.35 0.41 0.34
-0.42 0.67 0.17
-0.40 -0.72 0.29
0.50 1.01 0.39
-0.07 -0.78 -0.66
0.62 0.71 0.68
-0.70 -0.20 0.78
-0.72 -0.83 0.36
-0.16 -0.14 -0.98
-0.26 -1.04 0.31
-0.01 0.41 1.13
0.16 -0.95 -0.06
0.78 0.25 0.73
0.94 -0.15 -0.52
-0.65 0.22 -0.85
-0.63 0.20 0.72
0.85 0.23 0.00
-0.37 0.74 -0.76
-0.46 -0.81 -0.69
0.89 0.23 0.15
-0.41 0.78 0.72
0.00 -0.86 0.48
-0.09 0.37 -0.91
0.65 -0.82 0.46
0.66 -0.36 0.76
0.04 1.00 0.66
-0.69 0.63 -0.56
-0.53 -0.19 -0.97
-0.01 0.01 0.07
-0.04 -0.01 0.00
0.05 0.00 0.02
0.00 0.01 -0.02
-0.02 -0.04 0.01
-0.06 0.04 0.03
-0.01 0.04 -0.01
0.04 0.01 0.03
0.04 -0.01 0.00
0.01 -0.04 0.01
-0.04 -0.03 -0.01
-0.03 0.00 -0.02
0.01 0.00 0.04
0.01 0.01 -0.01
-0.01 0.01 0.01
-0.01 0.01 -0.03
0.01 0.00 -0.02
0.00 -0.03 -0.02
0.01 -0.04 0.02
0.01 0.02 0.05
0.00 0.04 0.01
0.00 0.03 -0.04
0.02 -0.02 -0.05
0.02 -0.04 0.00
-0.02 0.05 0.05
0.00 -0.07 0.01
0.02 -0.03 -0.02
-0.01 0.01 -0.03
-0.01 0.00 0.00
-0.02 0.04 -0.02
0.02 0.03 0.04
0.02 -0.05 0.03
0.03 -0.03 -0.02
0.00 -0.01 -0.04
-0.02 0.03 -0.04
0.00 0.05 0.00
-0.03 -0.18 -0.09
-0.04 0.11 -0.02
-0.01 -0.01 0.08
0.04 -0.10 -0.02
0.03 0.09 -0.03
-0.04 0.08 0.00
-0.02 0.04 -0.01
-0.01 0.04 0.04
0.00 0.00 0.04
0.00 -0.03 0.03
0.00 -0.04 -0.07
0.03 -0.05 -0.02
0.01 -0.03 0.02
-0.01 0.00 0.02
-0.03 0.01 0.00
-0.03 0.01 0.00
0.05 0.00 -0.04
0.02 -0.02 -0.02
0.02 -0.04 0.02
-0.02 -0.02 0.04
-0.05 0.01 0.01
-0.01 0.05 0.00
0.03 0.04 -0.02
0.03 -0.02 -0.02
0.00 -0.01 0.03
0.00 0.02 0.00
0.05 -0.01 0.00
-0.01 -0.04 0.00
-0.01 -0.01 0.00
-0.03 0.02 -0.03
0.00 0.05 -0.02
0.03 0.03 0.03
0.04 -0.02 0.01
0.01 -0.04 0.01
-0.04 -0.03 -0.01
-0.04 0.01 -0.03
-0.04 -0.02 0.03
0.00 -0.01 0.00
0.03 -0.01 0.02
0.04 0.11 -0.06
0.00 -0.27 0.23
0.01 0.13 -0.12
-0.03 0.01 -0.01
-0.02 -0.03 0.02
-0.01 -0.03 0.02
0.08 -0.03 0.07
-0.09 0.07 -0.03
-0.03 0.03 -0.01

Results of the Löwdin charge analysis, in e, for atoms 1 through 2: -0.353, -0.259

---

No. 2
C59H86BN11O10 | ωB97M-V/def2-TZVPD

Output
Net charge   0

Element x y z (Å)
C (2.163, 2.823, 6.563)
C (2.051, 1.372, 5.961)
C (3.362, 0.879, 5.435)
C (3.292, -0.538, 4.809)
N (4.599, -1.048, 4.214)
C (4.898, -0.290, 2.887)
C (5.699, -1.272, 2.050)
C (5.206, -2.689, 2.369)
C (4.354, -2.477, 3.657)
C (5.893, -0.896, 5.043)
C (5.867, -1.576, 6.404)
C (6.992, -1.106, 7.302)
H (1.194, 3.279, 6.765)
H (2.806, 3.514, 6.017)
H (2.506, 2.822, 7.597)
H (1.355, 1.562, 5.143)
H (1.617, 0.581, 6.572)
H (3.960, 0.844, 6.346)
H (3.862, 1.592, 4.779)
H (2.539, -0.698, 4.037)
H (3.017, -1.313, 5.524)
H (5.538, 0.583, 3.020)
H (3.979, 0.081, 2.433)
H (6.758, -1.086, 2.226)
H (5.451, -1.032, 1.015)
H (5.985, -3.430, 2.550)
H (4.467, -2.979, 1.622)
H (4.425, -3.253, 4.419)
H (3.349, -2.623, 3.262)
H (5.826, 0.186, 5.148)
H (6.706, -1.226, 4.396)
H (5.980, -2.658, 6.335)
H (4.878, -1.405, 6.828)
H (7.904, -1.217, 6.716)
H (7.026, -1.818, 8.127)
H (6.840, -0.075, 7.620)
O (1.230, 0.786, 2.500)
C (0.681, 0.289, 1.469)
O (-0.251, 0.851, 0.756)
B (-0.660, -0.104, -0.307)
O (0.271, -1.240, -0.159)
C (1.003, -1.140, 0.934)
O (1.794, -1.965, 1.331)
O (-0.564, 0.513, -1.620)
C (-1.753, 0.603, -2.105)
O (-2.026, 1.106, -3.198)
C (-2.731, -0.088, -1.148)
O (-2.049, -0.520, -0.137)
O (-3.936, -0.268, -1.401)
N (-4.885, 0.597, -5.642)
C (-5.743, -0.189, -6.395)
C (-6.552, -0.904, -5.505)
C (-6.083, -0.597, -4.243)
C (-5.093, 0.310, -4.293)
H (-4.205, 1.238, -6.025)
H (-5.815, -0.161, -7.472)
H (-7.295, -1.628, -5.805)
H (-6.342, -1.088, -3.317)
H (-4.465, 0.738, -3.525)
N (3.075, 3.129, 2.414)
C (4.301, 3.121, 1.795)
C (5.010, 4.185, 2.339)
C (4.134, 4.773, 3.202)
C (2.867, 4.189, 3.198)
H (2.581, 2.250, 2.353)
H (4.606, 2.237, 1.255)
H (6.009, 4.453, 2.029)
H (4.353, 5.675, 3.754)
H (2.042, 4.264, 3.890)
N (3.476, 1.811, -2.059)
C (4.812, 1.895, -1.682)
C (5.281, 0.599, -1.541)
C (4.239, -0.312, -1.711)
C (3.062, 0.477, -2.027)
H (2.904, 2.636, -2.171)
H (5.279, 2.867, -1.627)
H (6.298, 0.319, -1.313)
H (4.311, -1.387, -1.788)
H (2.047, 0.239, -2.310)
N (1.775, -4.734, 1.083)
C (2.643, -5.266, 0.148)
C (2.487, -6.614, 0.105)
C (1.696, -6.906, 1.265)
C (1.242, -5.715, 1.845)
H (1.709, -3.729, 1.163)
H (3.236, -4.625, -0.487)
H (3.013, -7.288, -0.555)
H (1.549, -7.905, 1.649)
H (0.579, -5.556, 2.682)
N (-1.791, -4.155, 0.278)
C (-1.682, -3.646, 1.525)
C (-2.433, -4.402, 2.387)
C (-3.042, -5.364, 1.604)
C (-2.518, -5.299, 0.319)
H (-1.331, -3.871, -0.575)
H (-1.047, -2.786, 1.681)
H (-2.608, -4.190, 3.431)
H (-3.727, -6.130, 1.936)
H (-2.604, -5.888, -0.582)
N (-2.677, 4.559, 0.344)
C (-2.657, 3.557, -0.519)
C (-3.343, 3.947, -1.708)
C (-3.704, 5.258, -1.567)
C (-3.318, 5.598, -0.271)
H (-2.197, 4.638, 1.229)
H (-2.326, 2.606, -0.130)
H (-3.500, 3.268, -2.533)
H (-4.108, 5.921, -2.318)
H (-3.330, 6.530, 0.276)
N (-1.146, -5.495, -2.992)
C (-2.317, -4.850, -3.401)
C (-2.098, -3.463, -3.288)
C (-0.832, -3.255, -2.741)
C (-0.376, -4.529, -2.455)
H (-1.113, -6.486, -2.798)
H (-3.170, -5.410, -3.755)
H (-2.750, -2.629, -3.504)
H (-0.382, -2.327, -2.421)
H (0.533, -4.783, -1.929)
N (-3.227, 3.957, -6.333)
C (-1.981, 3.463, -5.955)
C (-1.156, 3.871, -6.989)
C (-1.862, 4.575, -7.989)
C (-3.152, 4.557, -7.535)
H (-4.089, 3.824, -5.822)
H (-1.815, 3.047, -4.972)
H (-0.103, 3.642, -7.055)
H (-1.428, 4.926, -8.913)
H (-4.026, 4.989, -7.999)
N (1.142, -1.068, -6.403)
C (0.410, -0.248, -5.621)
C (1.027, 0.959, -5.563)
C (2.091, 0.945, -6.374)
C (2.166, -0.339, -6.962)
H (0.903, -2.029, -6.603)
H (-0.408, -0.618, -5.020)
H (0.716, 1.749, -4.895)
H (2.779, 1.758, -6.556)
H (2.968, -0.653, -7.613)
N (-0.603, 3.111, 2.995)
C (-0.971, 3.873, 4.005)
C (-0.832, 5.191, 3.657)
C (-0.368, 5.220, 2.286)
C (-0.085, 3.912, 1.989)
H (-0.541, 2.103, 2.993)
H (-1.232, 3.445, 4.962)
H (-1.109, 6.078, 4.207)
H (-0.244, 5.993, 1.542)
H (0.356, 3.494, 1.096)
C (-8.167, 1.590, -1.463)
C (-6.841, 1.004, -1.011)
O (-6.633, 1.505, 0.317)
H (-8.133, 2.667, -1.303)
H (-8.967, 1.127, -0.884)
H (-8.422, 1.404, -2.506)
H (-5.984, 1.370, -1.575)
H (-6.874, -0.085, -0.976)
H (-6.425, 2.441, 0.261)
C (-5.590, -3.107, -0.982)
C (-5.408, -2.604, 0.465)
O (-5.402, -1.195, 0.681)
H (-4.896, -2.589, -1.645)
H (-6.571, -2.695, -1.218)
H (-5.631, -4.190, -1.092)
H (-4.450, -2.965, 0.839)
H (-6.147, -3.120, 1.078)
H (-4.686, -0.836, 0.151)

Forces on the atoms, in the same order (eV/Å):
-0.21 -0.99 1.54
-0.94 1.93 -1.00
0.83 -1.02 0.09
0.41 -0.29 0.71
-0.28 -0.51 -2.29
0.44 -0.12 0.37
-0.39 0.15 -0.73
-0.33 0.76 1.33
-0.03 -0.46 -0.29
-1.73 0.10 0.08
-0.61 -0.28 -0.55
-0.25 -0.28 -0.40
-0.28 -0.03 -0.83
-0.15 -0.30 -0.30
0.72 -0.33 0.08
-0.12 -0.59 -0.34
-0.15 0.46 0.51
0.61 -0.27 -0.05
-0.21 0.09 -0.29
0.18 0.69 -0.32
0.06 0.26 0.55
-0.31 0.12 0.68
-0.23 -0.54 0.18
0.01 -0.35 -0.17
0.45 0.01 -0.15
-0.04 0.10 -0.44
0.55 -0.44 -0.15
0.54 0.36 0.28
-0.39 1.01 0.61
0.96 0.03 0.29
-0.02 0.20 0.14
-0.16 -0.09 -0.42
0.04 0.07 0.31
0.30 0.25 0.31
0.23 0.46 0.27
0.25 -0.11 0.16
-1.56 -1.57 -3.23
1.68 1.20 3.71
0.74 -0.45 0.55
0.24 -0.19 -0.15
0.14 -0.48 0.42
-0.16 0.39 -1.33
-0.38 1.16 0.38
1.56 -0.23 1.09
-1.99 1.49 -3.94
0.36 -1.09 2.49
-3.77 -0.23 -2.18
0.37 -0.24 0.98
3.63 0.64 0.94
-0.50 -0.65 -0.03
-0.80 0.13 0.87
0.91 0.18 -2.30
-0.53 -0.97 2.39
1.22 1.18 -1.31
-0.04 -0.22 0.16
0.28 0.21 0.10
0.01 0.10 0.15
-0.34 0.11 0.01
-0.14 -0.09 -0.15
-0.09 -2.53 -2.11
0.06 -0.03 1.27
0.48 -1.70 -1.91
-1.37 3.25 1.99
2.15 -0.30 1.01
-0.98 0.50 0.16
-0.05 0.28 -0.39
-0.08 0.21 0.33
0.00 0.09 0.06
-0.11 0.24 -0.39
0.82 -1.26 1.06
-0.92 -0.52 -0.75
0.74 0.78 0.53
-3.04 1.46 -1.09
2.28 0.07 0.20
-0.15 -0.39 -0.06
0.13 -0.22 0.05
0.04 0.16 -0.02
-0.12 0.08 0.21
0.14 -0.20 0.02
1.53 0.64 -0.37
-0.92 1.00 -0.87
0.33 -0.15 1.58
-0.51 -0.24 0.21
0.45 -1.73 -0.95
-0.33 -0.17 0.34
-0.21 0.12 -0.05
-0.09 -0.06 0.19
-0.37 0.09 -0.01
0.05 0.13 -0.20
0.59 -0.71 -0.30
0.71 1.05 0.10
0.04 1.25 0.38
-0.25 -2.42 -0.91
-0.90 0.59 0.41
0.19 0.33 0.25
-0.23 0.01 0.17
0.05 -0.06 -0.09
0.07 0.00 0.06
-0.40 0.00 0.24
-1.03 1.80 -0.59
-0.81 -1.76 -1.61
1.66 -2.76 0.98
0.09 1.41 1.43
0.22 1.42 0.35
-0.11 -0.22 -0.09
0.11 -0.19 -0.49
0.02 0.13 -0.06
-0.19 -0.07 0.23
-0.24 0.16 -0.30
-2.28 1.07 0.36
0.44 1.14 -0.48
-1.20 -1.00 -0.58
0.17 -1.41 0.95
2.89 0.49 0.13
0.26 0.29 0.03
0.12 0.14 -0.07
-0.43 -0.39 -0.31
0.08 -0.13 -0.16
0.12 -0.14 -0.12
-0.01 -0.83 0.93
-0.47 1.30 -1.15
1.36 -0.76 0.62
-0.04 -0.86 0.76
-0.79 1.14 -1.17
0.23 0.10 -0.06
0.04 -0.20 -0.24
0.03 0.00 0.17
-0.36 0.12 0.10
-0.07 -0.11 0.12
0.52 -0.20 -1.21
-0.77 -0.79 1.35
-2.49 1.00 2.32
2.69 -1.29 -2.71
0.51 1.64 0.92
0.12 0.29 -0.04
-0.07 0.00 -0.23
-0.13 0.10 -0.19
0.03 -0.12 -0.08
-0.46 -0.60 -0.01
1.83 -0.90 -1.95
-0.61 1.21 2.14
-0.40 1.05 -1.12
0.58 -0.96 0.92
-1.00 -0.50 -0.59
0.16 0.27 0.09
-0.27 0.06 -0.12
-0.02 -0.27 0.24
0.19 0.36 0.53
-0.28 -0.10 0.05
-0.04 -0.35 -0.51
-0.23 1.14 0.44
0.15 -0.66 0.60
-0.26 0.03 0.01
-0.02 0.28 0.23
0.26 -0.03 -0.19
-0.16 -0.40 -0.61
0.27 0.19 0.14
0.01 0.04 -0.16
-0.85 1.73 0.57
1.50 -0.90 0.20
-1.10 -1.00 0.10
0.22 -0.48 -0.11
-0.28 -0.23 -0.58
0.33 0.11 0.13
0.22 -0.34 0.06
-0.30 0.59 0.22
-0.07 0.11 -0.25

Results of the Löwdin charge analysis, in e, for atoms 1 through 2: -0.082, -0.230

---

no.,frontier orbital gap (eV),HOMO level (Ha),maximum force (eV/Å)
1,3.2,-0.051,3.2
2,6.5,-0.271,4.7